{"formula": "C14H26F3NO2", "method": "ωB97M-V/def2-TZVPD", "elements": ["C", "C", "C", "C", "C", "C", "O", "C", "C", "C", "C", "F", "F", "F", "C", "C", "C", "O", "C", "N", "H", "H", "H", "H", "H", "H", "H", "H", "H", "H", "H", "H", "H", "H", "H", "H", "H", "H", "H", "H", "H", "H", "H", "H", "H", "H"], "coordinates": [[3.061, 0.293, 1.096], [3.244, -0.372, -0.291], [4.635, -1.038, -0.411], [2.111, -1.372, -0.622], [0.946, -0.951, -1.534], [0.074, -2.196, -1.836], [-1.201, -1.975, -1.240], [-1.076, -0.905, -0.298], [-2.494, -0.454, 0.011], [-3.159, -1.399, 1.007], [-4.624, -1.107, 1.270], [-5.394, -2.185, 1.107], [-5.120, -0.164, 0.459], [-4.832, -0.666, 2.517], [-0.111, 0.047, -1.017], [0.436, 1.345, -0.387], [-0.237, 1.917, 0.868], [0.748, 2.459, 1.759], [-1.183, 3.102, 0.563], [-2.049, 3.059, -0.602], [2.956, 1.378, 1.044], [2.169, -0.089, 1.602], [3.916, 0.086, 1.743], [3.213, 0.422, -1.047], [5.041, -1.308, 0.567], [5.359, -0.368, -0.883], [4.604, -1.949, -1.012], [2.560, -2.217, -1.154], [1.713, -1.797, 0.310], [1.381, -0.550, -2.457], [0.536, -3.098, -1.420], [-0.093, -2.354, -2.905], [-0.608, -1.307, 0.621], [-3.050, -0.454, -0.930], [-2.511, 0.561, 0.402], [-3.082, -2.428, 0.651], [-2.649, -1.346, 1.972], [-0.679, 0.326, -1.917], [1.490, 1.225, -0.146], [0.402, 2.116, -1.163], [-0.776, 1.129, 1.404], [0.824, 1.896, 2.539], [-0.524, 3.969, 0.457], [-1.794, 3.289, 1.452], [-2.626, 2.233, -0.676], [-1.549, 3.196, -1.470]], "lowdin_charge": [-0.080, -0.386, -0.070, -0.142, -0.235, -0.140, -0.094, -0.308, -0.122, -0.052, -0.640, 0.139, 0.133, 0.132, -0.188, -0.071, -0.358, -0.049, -0.229, 0.016, 0.068, 0.074, 0.072, 0.126, 0.069, 0.076, 0.066, 0.104, 0.122, 0.148, 0.120, 0.126, 0.156, 0.138, 0.094, 0.135, 0.132, 0.153, 0.065, 0.120, 0.130, 0.094, 0.122, 0.116, 0.049, 0.065], "homo_lumo_gap_ha": 0.360, "de_lowest_kcal_mol": 0.0, "homo_energy_ev": -9.25, "smiles": "CC(C)C[C@H]1CO[C@H](CCC(F)(F)F)[C@H]1C[C@@H](O)CN", "lumo_ev": 0.55}

{"formula": "C7H18AlOPtS", "method": "ωB97M-V/def2-TZVPD", "elements": ["C", "C", "C", "O", "C", "Al", "C", "S", "C", "C", "H", "H", "H", "H", "H", "H", "H", "H", "H", "H", "H", "H", "H", "H", "H", "H", "H", "H", "Pt"], "coordinates": [[0.869, 3.897, -1.066], [-0.665, 3.906, -1.255], [-1.164, 2.561, -1.760], [-0.710, 1.423, -0.982], [-0.932, 1.497, 0.394], [-1.013, -0.528, 0.655], [0.604, -1.269, 1.721], [1.563, -2.477, 0.855], [0.862, -4.078, 1.300], [1.648, -5.227, 0.659], [1.101, 4.432, -0.153], [1.260, 2.890, -0.958], [1.360, 4.362, -1.909], [-1.203, 4.215, -0.367], [-0.878, 4.652, -2.013], [-2.262, 2.540, -1.856], [-0.751, 2.422, -2.759], [-0.191, 2.060, 0.949], [-1.933, 1.855, 0.630], [-2.425, -0.961, 1.238], [-0.943, -1.122, -0.898], [1.236, -0.460, 2.072], [0.190, -1.756, 2.605], [-0.189, -4.185, 1.043], [0.941, -4.193, 2.377], [1.248, -5.506, -0.308], [1.522, -6.091, 1.300], [2.699, -4.987, 0.547], [-1.843, 0.128, -2.059]], "lowdin_charge": [-0.064, -0.194, -0.240, -0.393, -0.256, 0.426, -0.533, 0.828, -0.538, -0.153, 0.083, 0.072, 0.081, 0.113, 0.123, 0.132, 0.130, 0.096, 0.086, -0.064, -0.003, 0.027, 0.037, 0.081, 0.077, 0.072, 0.077, 0.065, 0.832], "homo_lumo_gap_ha": 0.134, "de_lowest_kcal_mol": 0.0, "total_charge": 1, "homo_energy_ev": -10.79, "lumo_ev": -7.13}

{"formula": "C30H46O2P2Pd", "method": "ωB97M-V/def2-TZVPD", "elements": ["Pd", "C", "C", "C", "C", "C", "C", "H", "H", "H", "C", "H", "H", "H", "C", "H", "H", "H", "C", "H", "H", "H", "C", "H", "H", "H", "C", "C", "C", "C", "C", "C", "C", "C", "H", "H", "H", "H", "H", "H", "H", "H", "H", "H", "H", "H", "P", "C", "C", "P", "C", "C", "C", "H", "H", "H", "H", "H", "H", "H", "H", "H", "H", "H", "H", "H", "H", "O", "C", "O", "C", "C", "C", "C", "C", "C", "H", "H", "H", "H", "H"], "coordinates": [[2.814, 1.638, -0.955], [1.268, -1.985, 1.804], [1.532, -0.821, 2.572], [-0.718, -1.295, 2.761], [-0.107, -2.325, 1.979], [0.301, -0.350, 3.076], [2.244, -2.762, 0.998], [3.145, -2.175, 0.794], [1.809, -3.089, 0.043], [2.561, -3.675, 1.513], [-0.749, -3.569, 1.512], [-0.008, -4.334, 1.251], [-1.352, -3.366, 0.609], [-1.446, -4.004, 2.249], [-2.075, -1.307, 3.353], [-2.459, -2.340, 3.379], [-2.795, -0.727, 2.754], [-2.069, -0.890, 4.373], [0.106, 0.843, 3.929], [-0.008, 0.547, 4.981], [-0.793, 1.415, 3.687], [0.971, 1.507, 3.869], [2.887, -0.255, 2.821], [3.344, -0.739, 3.691], [2.878, 0.815, 3.049], [3.580, -0.437, 1.985], [2.385, 1.731, -3.503], [3.648, 1.629, -2.827], [4.519, 2.869, -2.627], [3.727, 4.056, -2.016], [2.537, 3.596, -1.151], [1.070, 3.689, -1.595], [0.840, 3.807, -3.093], [1.794, 3.001, -4.007], [5.007, 3.122, -3.581], [3.432, 4.804, -2.753], [5.302, 2.583, -1.901], [2.598, 3.657, -4.360], [2.109, 0.863, -4.100], [4.178, 0.671, -2.987], [1.200, 2.750, -4.901], [-0.208, 3.540, -3.292], [0.590, 4.587, -1.164], [0.914, 4.883, -3.367], [4.419, 4.620, -1.373], [2.578, 4.043, -0.165], [0.541, -0.783, -1.220], [-0.585, -1.702, -2.300], [2.096, -1.193, -2.116], [0.114, 2.330, -0.492], [0.099, 0.948, -1.790], [0.541, 3.202, 1.078], [-1.674, 2.100, -0.113], [-1.558, -1.791, -1.683], [-0.200, -2.711, -2.475], [-0.753, -1.154, -3.234], [2.093, -0.674, -3.070], [2.136, -2.277, -2.253], [2.953, -0.868, -1.508], [-2.299, 2.641, -0.843], [-1.934, 2.436, 0.909], [-1.953, 1.031, -0.146], [-0.914, 0.886, -2.215], [0.821, 1.192, -2.630], [-0.260, 3.152, 1.824], [0.682, 4.287, 0.900], [1.439, 2.799, 1.539], [-2.661, -2.324, -0.805], [-3.352, -1.682, 0.065], [-3.208, -0.532, 0.519], [-4.428, -2.593, 0.614], [-4.519, -3.923, 0.153], [-5.319, -4.846, 0.820], [-6.112, -4.422, 1.900], [-6.090, -3.074, 2.313], [-5.261, -2.162, 1.652], [-3.910, -4.218, -0.699], [-5.340, -5.889, 0.483], [-6.745, -5.147, 2.424], [-6.724, -2.740, 3.136], [-5.219, -1.121, 1.946]], "lowdin_charge": [0.668, -0.167, -0.134, -0.105, -0.127, -0.132, -0.023, 0.081, 0.075, 0.116, 0.021, 0.100, 0.086, 0.111, 0.015, 0.098, 0.087, 0.107, -0.003, 0.118, 0.096, 0.078, 0.004, 0.118, 0.081, 0.081, -0.147, -0.251, -0.183, -0.178, -0.302, -0.379, -0.176, -0.168, 0.133, 0.112, 0.112, 0.120, 0.106, 0.119, 0.131, 0.115, 0.107, 0.137, 0.120, 0.073, 0.866, -0.238, -0.285, 0.961, -0.490, -0.210, -0.201, 0.023, 0.067, 0.070, 0.019, 0.057, 0.020, 0.076, 0.053, 0.016, 0.066, 0.012, 0.039, 0.077, 0.028, 0.101, -0.490, 0.039, -0.136, -0.022, -0.051, -0.043, -0.044, -0.020, 0.119, 0.119, 0.119, 0.117, 0.118], "homo_lumo_gap_ha": [0.224, 0.197], "total_charge": 2, "spin_multiplicity": 5, "homo_energy_ev": [-12.13, -13.91], "lumo_ev": [-6.05, -8.56]}

{"formula": "C6H8Br2N", "method": "ωB97M-V/def2-TZVPD", "elements": ["C", "C", "C", "C", "C", "C", "N", "Br", "Br", "H", "H", "H", "H", "H", "H", "H", "H"], "coordinates": [[-1.824, -2.455, -1.533], [-2.604, -1.172, -1.366], [-0.612, -2.799, -1.149], [1.629, 0.114, -0.394], [-2.129, 0.005, -1.800], [1.775, 0.636, 1.944], [2.258, 0.666, 0.566], [0.590, -4.064, -1.458], [0.304, -1.173, 0.309], [-2.263, -3.214, -2.207], [-3.559, -1.197, -0.877], [-2.839, 0.819, -2.012], [-1.281, 0.114, -2.408], [2.314, -0.228, 2.461], [2.024, 1.579, 2.398], [0.671, 0.394, 2.040], [3.078, 1.339, 0.309]], "lowdin_charge": [-0.178, -0.160, -0.804, -0.322, 0.026, -0.138, -0.179, 0.930, 0.970, 0.149, 0.104, 0.088, 0.055, 0.121, 0.089, 0.043, 0.206], "homo_lumo_gap_ha": 0.282, "de_lowest_kcal_mol": 85.9, "total_charge": 1, "homo_energy_ev": -13.15, "lumo_ev": -5.48}

{"formula": "C2H5NO", "method": "ωB97M-V/def2-TZVPD", "elements": ["C", "C", "N", "O", "H", "H", "H", "H", "H"], "coordinates": [[-1.667, -0.439, 0.841], [-1.595, -0.120, -0.323], [1.292, 0.307, -0.149], [1.274, -1.072, -0.024], [-1.734, -0.401, 1.836], [0.260, 0.676, 0.007], [-1.407, -0.250, -1.385], [2.149, 0.801, 0.380], [1.427, 0.497, -1.183]], "lowdin_charge": [0.046, -0.021, -0.145, -0.355, -0.006, 0.101, 0.055, 0.187, 0.138], "homo_lumo_gap_ha": 0.330, "de_lowest_kcal_mol": 146.7, "homo_energy_ev": -8.33, "smiles": "[NH3+][O-].C#C", "lumo_ev": 0.64}

We obtain E values of -1053.8671 -1112.1917 -2130.9388 -5435.7255 -208.9885 a.u. for the records listed above, in that order.